No. 1
11
Properties=species:S:1:pos:R:3:forces:R:3 method="wB97M-V/def2-TZVPD" gap_ev="6.85 / 9.44" homo_ev="-8.917 / -9.815" e_tot_ev=-11468.74088 relative_energy_kcal_mol=222.6
H 2.259672 0.772152 -1.022692 -0.4 -0.7 0.1
H 0.808808 -0.279415 -1.593877 2.6 -0.1 2.2
H 1.004679 0.298096 1.591018 -0.2 0.1 -1.0
F -1.197058 0.392371 -1.409989 -1.3 -0.2 0.2
H 2.279184 -0.890067 -0.330672 -0.3 -0.1 -0.9
C 0.834743 0.273024 0.499236 -4.1 0.8 -0.9
O -1.434386 -0.404197 1.879233 -0.6 0.5 -0.7
C 1.615919 -0.083332 -0.686351 -1.5 0.9 -1.3
C -1.182485 0.592903 -0.122598 7.0 0.2 1.4
O -3.057410 -0.514297 0.417864 0.6 0.2 0.1
N -1.931665 -0.157237 0.778828 -1.9 -1.6 0.8

No. 2
10
Properties=species:S:1:pos:R:3:forces:R:3 method="wB97M-V/def2-TZVPD" gap_ev=8.48 homo_ev=-8.613 e_tot_ev=-18217.78302 relative_energy_kcal_mol=5.0
H 0.591968 2.534600 0.460176 0.7 -1.2 -0.2
H 0.114989 -2.453809 -0.035981 0.4 1.5 0.5
C -0.455910 0.791431 -0.159786 -0.3 0.7 -1.0
S -1.998711 -1.302800 -1.094792 -0.2 0.4 -0.5
H -1.250463 1.463980 -0.448601 -0.2 -0.2 0.0
N 0.243538 -1.439569 0.184144 -2.4 -2.7 -1.9
H 1.065850 -1.117597 0.547649 2.3 0.9 1.0
C -0.662335 -0.640640 -0.410000 0.2 -0.4 1.3
F 1.733763 0.729587 0.693643 -0.8 1.3 -0.5
C 0.617311 1.434817 0.263548 0.3 -0.2 1.1